[1]
Here is 8 unconnected molecules or ions with the total composition C38H83F3O17P at a distorted geometry from OMol25. Energies are from ωB97M-V/def2-TZVPD.

Each line ends with the Mulliken charge.
CARTESIAN COORDINATES (ANGSTROEM)
O 5.092 8.783 -2.587  -0.505
C 5.605 8.100 -3.420  0.335
O 6.875 7.563 -3.175  -0.525
C 4.882 7.806 -4.766  -0.662
C 4.005 6.502 -4.536  -0.068
C 2.462 6.803 -4.531  -1.299
C 1.616 5.476 -4.403  1.619
C 0.146 5.726 -3.922  -1.398
O -0.085 7.034 -3.329  -0.351
C -0.347 6.972 -2.008  0.920
F -1.460 6.259 -1.696  -0.269
F 0.732 6.548 -1.304  -0.222
F -0.604 8.254 -1.595  -0.304
O 2.292 4.676 -3.387  -0.296
C 2.521 3.373 -3.758  0.151
O 1.710 2.502 -3.779  -0.567
C 4.001 3.012 -4.116  -0.165
P 4.782 2.439 -2.505  0.968
O 6.116 3.058 -2.296  -0.693
O 3.870 2.833 -1.187  -0.504
O 5.019 0.791 -2.591  -0.500
C 1.545 4.819 -5.835  0.331
O 0.648 4.018 -6.143  -0.706
O 2.406 5.145 -6.733  -0.751
H 6.807 6.590 -3.117  0.352
H 5.692 7.522 -5.485  0.284
H 4.280 8.658 -5.137  0.439
H 4.294 5.766 -5.315  0.305
H 4.316 6.063 -3.552  0.219
H 2.202 7.386 -5.439  0.478
H 2.310 7.473 -3.643  0.356
H -0.586 5.624 -4.759  0.457
H -0.117 4.902 -3.213  0.367
H 4.607 3.886 -4.424  -0.085
H 4.086 2.196 -4.862  0.586
H 3.069 2.273 -1.210  0.326
H 4.370 0.512 -3.272  0.337
C 3.066 -4.036 -1.475  -1.151
C 3.243 -2.537 -1.639  -0.198
O 2.692 -2.029 -2.845  -0.431
C 1.295 -2.214 -3.024  -0.457
C 0.449 -1.559 -1.947  -0.704
H 3.511 -4.568 -2.318  0.311
H 3.545 -4.376 -0.554  0.398
H 2.013 -4.320 -1.427  0.236
H 4.310 -2.307 -1.669  0.337
H 2.836 -1.994 -0.779  0.310
H 1.063 -3.281 -3.112  0.335
H 1.048 -1.766 -3.988  0.370
H 0.647 -1.979 -0.959  0.102
H -0.612 -1.697 -2.160  0.374
H 0.660 -0.488 -1.895  0.189
C -1.727 -4.660 2.007  -0.489
C -1.548 -3.163 1.843  -0.482
O -2.097 -2.654 0.637  -0.382
C -3.490 -2.841 0.455  0.194
C -4.340 -2.189 1.532  -0.939
H -1.281 -5.193 1.164  0.247
H -1.251 -5.002 2.928  0.446
H -2.781 -4.942 2.051  -0.231
H -0.482 -2.932 1.815  0.371
H -1.958 -2.620 2.703  0.296
H -3.721 -3.909 0.366  -0.185
H -3.735 -2.392 -0.509  0.364
H -4.143 -2.612 2.519  0.050
H -5.402 -2.329 1.315  0.413
H -4.132 -1.118 1.587  0.324
C -4.591 -10.192 0.896  -1.167
C -3.915 -9.101 1.708  0.213
O -3.463 -8.008 0.927  -0.448
C -4.456 -7.303 0.199  -0.693
C -5.532 -6.688 1.077  -0.695
H -3.917 -10.566 0.122  0.283
H -4.877 -11.024 1.543  0.431
H -5.493 -9.832 0.398  0.260
H -3.028 -9.517 2.192  0.383
H -4.568 -8.747 2.513  -0.173
H -4.894 -7.950 -0.568  0.358
H -3.939 -6.502 -0.334  0.357
H -6.093 -7.446 1.628  0.434
H -6.243 -6.123 0.470  0.451
H -5.087 -6.014 1.813  0.027
C 8.215 0.823 -1.832  -0.747
C 9.473 0.225 -1.227  -0.584
O 10.573 0.174 -2.127  -0.435
C 11.016 1.418 -2.640  -0.313
C 11.478 2.392 -1.570  -1.016
H 7.916 0.265 -2.721  0.275
H 7.397 0.796 -1.111  0.352
H 8.358 1.860 -2.131  0.241
H 9.271 -0.809 -0.935  0.347
H 9.759 0.753 -0.310  0.326
H 10.240 1.867 -3.270  0.293
H 11.856 1.194 -3.301  0.330
H 10.671 2.661 -0.887  0.254
H 11.848 3.312 -2.027  0.383
H 12.280 1.951 -0.972  0.290
C 3.371 8.485 0.604  -0.549
C 3.064 9.363 1.804  -0.482
O 4.219 9.934 2.403  -0.429
C 5.002 10.774 1.570  -0.288
C 4.247 11.979 1.035  -1.052
H 4.056 7.682 0.883  0.309
H 2.452 8.042 0.214  0.149
H 3.839 9.048 -0.204  0.171
H 2.588 8.756 2.577  0.337
H 2.345 10.148 1.544  0.292
H 5.443 10.193 0.754  0.283
H 5.835 11.123 2.185  0.335
H 3.409 11.686 0.401  0.262
H 4.911 12.609 0.440  0.384
H 3.844 12.573 1.858  0.307
C -5.066 -4.247 6.493  -1.390
C -5.722 -4.713 5.206  0.043
O -5.072 -5.822 4.603  -0.237
C -5.001 -7.007 5.377  -0.320
C -6.360 -7.565 5.765  -1.118
H -4.019 -3.988 6.317  0.311
H -5.582 -3.368 6.885  0.430
H -5.087 -5.018 7.265  0.301
H -5.684 -3.903 4.474  0.260
H -6.784 -4.937 5.363  0.134
H -4.375 -6.845 6.262  0.334
H -4.479 -7.743 4.763  0.284
H -6.922 -6.872 6.393  0.312
H -6.243 -8.498 6.320  0.439
H -6.961 -7.759 4.873  0.194
C -9.066 -5.389 2.276  -0.756
C -10.038 -5.802 3.366  -0.510
O -9.875 -5.081 4.578  -0.436
C -10.050 -3.676 4.499  -0.209
C -11.430 -3.256 4.023  -1.204
H -8.035 -5.505 2.620  0.063
H -9.209 -6.006 1.386  0.430
H -9.198 -4.346 1.984  0.297
H -9.872 -6.853 3.612  0.361
H -11.075 -5.728 3.018  0.339
H -9.267 -3.231 3.876  0.250
H -9.893 -3.292 5.509  0.402
H -11.636 -3.605 3.010  0.270
H -11.518 -2.168 4.026  0.412
H -12.201 -3.672 4.675  0.293

The value obtained for the strongest force on any atom is 3.98 eV/Å. Its HOMO-LUMO gap is 6.65 eV. Its lowest unoccupied orbital energy is 1.518 eV. For the HOMO energy, the calculation gives -5.13 eV. As for the charge: -1.


[2]
Here is 5 unconnected molecules or ions with the total composition C38H85BF3N8O12S at a distorted geometry from OMol25. Energies are from ωB97M-V/def2-TZVPD.

Each line ends with the Mulliken charge.
CARTESIAN COORDINATES (ANGSTROEM)
N -3.565 6.816 -0.530  -0.587
B -2.293 6.317 -1.080  0.440
O -1.582 6.979 -2.102  -0.486
C -1.769 4.912 -0.447  -0.214
C -0.196 4.902 -0.296  -0.510
O 0.295 3.753 0.378  -0.363
C -0.175 3.667 1.735  0.865
C 0.267 2.277 2.338  -0.583
C -0.097 2.129 3.864  -0.510
C -0.556 0.689 4.292  -0.964
C 0.687 -0.085 4.909  -0.786
S 0.989 -1.682 4.062  -0.111
C 1.727 -1.357 2.464  0.236
N 1.289 -0.734 1.389  0.295
N 2.295 -0.846 0.472  -0.679
C 3.281 -1.531 0.999  0.054
O 2.981 -1.879 2.292  -0.297
C 0.246 4.880 2.630  -0.824
C 1.789 5.219 2.620  -0.928
O 2.616 4.217 2.032  -0.305
C 3.537 3.636 2.944  -0.586
C 4.913 4.353 2.758  0.842
F 5.912 3.582 3.250  -0.255
F 5.177 4.540 1.443  -0.244
F 4.860 5.571 3.376  -0.266
C -1.755 3.556 1.618  -1.595
N -2.361 4.733 0.925  0.049
H -3.749 7.780 -0.817  0.224
H -4.303 6.253 -0.970  0.267
H -2.095 6.772 -2.909  0.312
H -2.007 4.057 -1.131  0.254
H 0.168 5.874 0.115  0.270
H 0.203 4.844 -1.338  0.371
H -0.287 1.478 1.786  0.603
H 1.351 2.104 2.163  0.155
H -0.905 2.857 4.132  0.607
H 0.795 2.470 4.449  0.047
H -1.335 0.812 5.087  0.331
H -1.038 0.113 3.473  0.469
H 1.595 0.549 5.006  0.398
H 0.392 -0.352 5.955  0.369
H 4.233 -1.824 0.530  0.407
H -0.069 4.786 3.693  0.486
H -0.278 5.800 2.250  0.558
H 1.935 6.183 2.070  0.382
H 2.103 5.422 3.673  0.382
H 3.676 2.573 2.616  0.191
H 3.191 3.605 4.000  0.436
H -1.924 2.682 0.939  0.427
H -2.251 3.299 2.577  0.480
H -3.379 4.599 0.874  0.429
H -2.185 5.589 1.462  0.463
C -0.231 -5.465 1.551  -0.341
O -1.101 -4.366 1.329  -0.421
C -0.507 -3.334 0.545  -0.190
C -1.251 -3.186 -0.772  -0.665
N -1.015 -4.342 -1.632  0.136
C -1.871 -4.378 -2.816  -0.384
C -3.371 -4.590 -2.589  -0.658
O -3.695 -5.869 -2.068  -0.440
C -3.687 -5.953 -0.652  -0.552
H -0.734 -6.169 2.210  0.089
H -0.001 -5.974 0.609  0.165
H 0.695 -5.136 2.034  0.295
H 0.562 -3.506 0.380  0.286
H -0.610 -2.406 1.113  0.103
H -0.907 -2.280 -1.281  0.341
H -2.319 -3.073 -0.544  0.257
H -1.174 -5.186 -1.095  -0.026
H -1.507 -5.200 -3.437  -0.065
H -1.721 -3.459 -3.394  0.483
H -3.854 -4.540 -3.570  0.415
H -3.824 -3.792 -1.989  0.378
H -3.979 -5.012 -0.178  0.284
H -2.705 -6.267 -0.292  0.184
H -4.403 -6.723 -0.360  0.304
C -2.958 12.462 -6.311  -0.759
O -2.306 11.391 -5.646  -0.347
C -1.103 11.789 -4.991  -0.832
C -1.245 11.607 -3.489  0.007
N -2.185 12.577 -2.934  -0.328
C -2.540 12.316 -1.541  -0.887
C -3.351 11.049 -1.255  0.032
O -4.662 11.073 -1.796  -0.420
C -4.768 10.583 -3.123  -0.516
H -3.823 12.057 -6.836  0.240
H -3.307 13.212 -5.595  0.331
H -2.292 12.928 -7.043  0.350
H -0.819 12.816 -5.241  0.409
H -0.310 11.128 -5.352  0.390
H -0.268 11.738 -3.015  0.402
H -1.584 10.578 -3.307  -0.019
H -3.032 12.568 -3.489  0.099
H -3.129 13.172 -1.202  0.377
H -1.628 12.303 -0.936  0.400
H -3.480 10.990 -0.169  0.402
H -2.819 10.134 -1.547  -0.037
H -4.037 9.796 -3.335  0.200
H -4.663 11.396 -3.843  0.213
H -5.769 10.166 -3.247  0.299
C 1.703 -11.306 5.586  -0.737
O 1.252 -10.488 6.653  -0.346
C 2.309 -9.785 7.302  -0.801
C 2.131 -8.287 7.112  -0.192
N 2.374 -7.908 5.722  -0.325
C 2.003 -6.528 5.418  -0.703
C 0.515 -6.174 5.475  -0.486
O -0.264 -6.814 4.476  -0.249
C -0.772 -8.088 4.846  -0.768
H 0.845 -11.853 5.196  0.244
H 2.123 -10.699 4.779  0.315
H 2.447 -12.027 5.936  0.349
H 3.294 -10.114 6.959  0.409
H 2.236 -10.014 8.370  0.393
H 2.834 -7.754 7.759  0.366
H 1.111 -8.029 7.420  0.202
H 1.843 -8.524 5.118  0.107
H 2.355 -6.326 4.402  0.369
H 2.558 -5.855 6.081  0.393
H 0.433 -5.101 5.270  0.238
H 0.083 -6.325 6.470  0.357
H -0.980 -8.157 5.916  0.340
H -0.082 -8.879 4.544  0.276
H -1.705 -8.245 4.302  0.278
C 2.095 -4.481 -8.373  -0.740
O 2.811 -5.571 -7.819  -0.342
C 3.985 -5.170 -7.117  -0.794
C 3.855 -5.518 -5.642  -0.197
N 2.855 -4.672 -4.995  -0.319
C 2.515 -5.100 -3.639  -0.684
C 1.786 -6.437 -3.488  -0.597
O 0.476 -6.437 -4.032  -0.315
C 0.403 -6.796 -5.403  -0.743
H 1.258 -4.883 -8.944  0.245
H 1.697 -3.835 -7.584  0.311
H 2.731 -3.898 -9.046  0.349
H 4.204 -4.107 -7.255  0.409
H 4.820 -5.738 -7.539  0.392
H 4.821 -5.376 -5.150  0.357
H 3.582 -6.578 -5.572  0.202
H 2.010 -4.678 -5.555  0.087
H 1.871 -4.322 -3.217  0.370
H 3.426 -5.117 -3.031  0.393
H 1.660 -6.614 -2.415  0.311
H 2.371 -7.283 -3.867  0.397
H 1.178 -7.512 -5.688  0.376
H 0.460 -5.907 -6.037  0.221
H -0.572 -7.256 -5.576  0.293

The value obtained for the strongest force on any atom is 2.10 eV/Å. Its HOMO-LUMO gap is 6.59 eV. Its lowest unoccupied orbital energy is -3.044 eV. For the HOMO energy, the calculation gives -9.63 eV. As for the charge: +1.


[3]
Here is 7 unconnected molecules or ions with the total composition C38H85N7 at a distorted geometry from OMol25. Energies are from ωB97M-V/def2-TZVPD.

Each line ends with the Mulliken charge.
CARTESIAN COORDINATES (ANGSTROEM)
N 0.891 0.314 -1.079  1.220
C 0.590 0.209 0.255  -1.078
C -0.775 0.312 0.374  -0.872
C -1.314 0.527 -0.917  -0.114
C -0.252 0.490 -1.790  -1.515
H 1.841 0.308 -1.429  -0.292
H 1.356 0.130 1.006  0.632
H -1.232 0.290 1.349  0.355
H -2.327 0.801 -1.161  0.520
H -0.233 0.664 -2.852  0.799
N -0.311 -3.221 0.018  0.292
C 0.340 -4.188 -0.690  -0.545
C 0.672 -5.195 0.177  -0.957
C 0.154 -4.841 1.450  -0.309
C -0.432 -3.608 1.323  -0.775
H -0.659 -2.335 -0.315  0.146
H 0.475 -4.101 -1.754  0.550
H 1.174 -6.115 -0.072  0.428
H 0.199 -5.370 2.388  0.555
H -0.931 -2.979 2.040  0.638
C -5.162 0.121 -7.147  -1.425
C -4.392 1.009 -6.199  -0.291
N -3.155 0.389 -5.720  -0.122
C -3.429 -0.836 -5.012  0.055
C -2.152 -1.600 -4.599  -1.241
C -2.458 1.313 -4.825  0.521
C -2.270 2.749 -5.294  -1.591
H -5.913 0.695 -7.695  0.415
H -5.767 -0.620 -6.617  0.337
H -4.516 -0.401 -7.850  0.355
H -4.112 1.912 -6.742  0.404
H -5.023 1.335 -5.353  0.272
H -4.004 -0.669 -4.077  -0.037
H -4.005 -1.519 -5.630  0.473
H -2.388 -2.652 -4.446  0.492
H -1.428 -1.529 -5.417  0.361
H -1.660 -1.200 -3.713  0.017
H -1.487 0.909 -4.535  -0.121
H -3.027 1.297 -3.868  0.059
H -3.233 3.263 -5.326  0.370
H -1.820 2.804 -6.284  0.366
H -1.708 3.272 -4.521  0.436
C -7.255 -0.181 3.168  -1.322
C -6.984 0.216 1.729  -0.411
N -5.579 0.503 1.413  0.146
C -5.508 0.961 0.026  -0.687
C -5.250 -0.174 -0.959  -0.990
C -5.042 1.536 2.293  -0.624
C -3.529 1.623 2.241  -0.841
H -6.547 -0.924 3.529  0.338
H -8.284 -0.521 3.265  0.417
H -7.157 0.700 3.806  0.318
H -7.311 -0.606 1.082  0.321
H -7.639 1.059 1.443  0.348
H -4.756 1.743 -0.090  0.535
H -6.426 1.490 -0.286  0.290
H -4.317 -0.690 -0.748  0.165
H -5.198 0.238 -1.975  0.158
H -6.100 -0.856 -1.005  0.455
H -5.507 2.522 2.100  0.298
H -5.287 1.376 3.346  0.364
H -3.192 1.708 1.206  0.007
H -3.146 2.479 2.796  0.435
H -3.058 0.717 2.624  0.285
C 2.915 -0.805 -4.665  -1.178
C 3.841 -0.177 -3.626  -0.614
N 3.594 -0.653 -2.272  0.813
C 4.433 0.002 -1.296  -0.536
C 3.855 1.389 -0.937  -0.985
C 3.477 -2.094 -2.122  -0.161
C 4.671 -2.928 -2.593  -1.523
H 3.129 -0.341 -5.629  0.445
H 1.858 -0.670 -4.435  0.138
H 3.116 -1.871 -4.769  0.264
H 4.892 -0.344 -3.916  0.388
H 3.699 0.907 -3.672  0.439
H 4.451 -0.576 -0.371  0.207
H 5.501 0.099 -1.548  0.306
H 4.589 2.190 -1.057  0.522
H 3.058 1.654 -1.626  0.470
H 3.532 1.422 0.101  -0.188
H 2.539 -2.471 -2.536  0.356
H 3.380 -2.289 -1.050  -0.051
H 4.819 -2.905 -3.676  0.292
H 4.586 -3.958 -2.251  0.452
H 5.602 -2.513 -2.192  0.310
C 4.289 4.061 4.557  -1.300
C 3.893 4.075 3.090  -0.309
N 2.478 4.322 2.868  0.111
C 2.045 5.633 3.330  -0.744
C 2.809 6.854 2.791  -1.022
C 2.129 4.083 1.460  0.456
C 0.671 3.618 1.318  -1.342
H 5.374 4.047 4.658  0.381
H 3.893 3.158 5.032  0.293
H 3.878 4.887 5.133  0.308
H 4.534 4.817 2.569  0.348
H 4.194 3.157 2.583  0.321
H 0.993 5.743 3.052  0.336
H 2.045 5.644 4.421  0.424
H 3.828 6.876 3.177  0.247
H 2.886 6.775 1.704  0.281
H 2.310 7.797 3.004  0.413
H 2.766 3.301 1.054  -0.338
H 2.225 5.004 0.876  0.143
H 0.016 4.476 1.487  0.425
H 0.389 2.807 1.984  0.304
H 0.486 3.284 0.293  0.296
C 2.193 -5.746 4.878  -1.428
C 2.913 -4.874 3.876  -0.114
N 2.766 -3.445 4.127  0.376
C 3.519 -2.625 3.218  -1.868
C 2.963 -2.410 1.806  0.811
C 1.459 -2.925 4.499  0.279
C 1.592 -1.784 5.512  -1.599
H 2.665 -6.711 5.059  0.380
H 1.145 -5.932 4.626  0.273
H 2.140 -5.269 5.864  0.361
H 3.988 -5.074 3.933  0.398
H 2.591 -5.136 2.855  0.175
H 3.722 -1.629 3.629  0.391
H 4.520 -3.069 3.155  0.454
H 3.593 -1.676 1.301  -0.113
H 2.941 -3.325 1.210  0.232
H 1.936 -2.048 1.849  -0.218
H 0.865 -3.714 4.952  0.622
H 0.937 -2.577 3.599  -0.470
H 2.252 -2.148 6.299  0.330
H 0.612 -1.552 5.935  0.448
H 1.973 -0.870 5.061  0.294

The value obtained for the strongest force on any atom is 1.37 eV/Å. Its HOMO-LUMO gap is 8.38 eV. Its lowest unoccupied orbital energy is 0.625 eV. For the HOMO energy, the calculation gives -7.75 eV. Its SMILES is c1cc[nH]c1.c1cc[nH]c1.CCN(CC)CC.CCN(CC)CC.CCN(CC)CC.CCN(CC)CC.CCN(CC)CC.